Density functional theory data (the ωB97M-V functional and the def2-TZVPD basis) for C29H33FN5O3RhSSi as an isolated structure at a distorted geometry.

Geometry as ORCA input:
```
! wB97M-V def2-TZVPD RIJCOSX def2/J DEFGRID3
* xyz 2 1
Rh 0.180 -1.071 -0.015
C 2.920 3.929 -5.046
C 3.295 4.037 -3.579
N 3.030 2.786 -2.845
C 1.868 2.662 -2.199
C 1.428 1.532 -1.551
C 0.089 1.712 -0.875
O -0.461 2.789 -0.938
O -0.483 0.721 -0.228
C 2.261 0.378 -1.569
O 2.011 -0.724 -1.009
C 3.521 0.504 -2.292
C 4.385 -0.596 -2.349
C 5.575 -0.489 -3.003
F 6.417 -1.541 -2.998
C 5.973 0.693 -3.652
C 5.114 1.777 -3.601
C 3.894 1.701 -2.916
N 7.202 0.819 -4.339
C 8.162 1.781 -3.825
C 9.037 2.293 -4.954
N 9.723 1.115 -5.594
C 8.722 0.097 -6.078
C 7.861 -0.343 -4.908
H 3.137 4.869 -5.551
H 1.855 3.725 -5.158
H 3.472 3.134 -5.549
H 2.717 4.812 -3.081
H 4.342 4.302 -3.438
H 1.227 3.535 -2.174
H 4.118 -1.516 -1.847
H 5.394 2.678 -4.126
H 8.802 1.326 -3.051
H 7.656 2.624 -3.360
H 9.805 2.982 -4.607
H 8.444 2.760 -5.739
H 10.340 0.674 -4.906
H 10.320 1.423 -6.363
H 9.276 -0.730 -6.517
H 8.130 0.595 -6.845
H 8.484 -0.873 -4.174
H 7.127 -1.054 -5.280
N -3.387 -1.282 2.779
C -2.492 -0.755 1.948
N -2.812 0.252 1.160
S -0.888 -1.390 1.970
H -4.308 -0.892 2.897
H -3.116 -2.051 3.368
H -3.748 0.628 1.135
H -2.108 0.627 0.521
C 1.676 -5.688 -1.733
C 0.651 -5.917 -0.824
C -0.252 -4.908 -0.540
C -0.163 -3.659 -1.172
C 0.881 -3.450 -2.082
C 1.791 -4.455 -2.362
Si -1.474 -2.383 -0.787
C -2.429 -1.475 -2.102
C -3.819 -1.611 -2.134
C -4.578 -0.967 -3.101
C -3.954 -0.167 -4.046
C -2.573 -0.014 -4.024
C -1.821 -0.663 -3.061
H 2.383 -6.476 -1.957
H 0.559 -6.879 -0.340
H -1.045 -5.093 0.176
H 0.969 -2.500 -2.595
H 2.584 -4.285 -3.078
H -2.392 -2.970 0.216
H -4.319 -2.233 -1.399
H -5.653 -1.089 -3.115
H -4.543 0.339 -4.800
H -2.089 0.613 -4.761
H -0.743 -0.528 -3.058
*
```

Results
Kohn-Sham gap, eV: 7.77
ΔE to the lowest compared entry with this formula, charge and spin, eV: 0.202
E_LUMO, Eh: -0.1828

Results of the Löwdin charge analysis, in e, for atoms 1 through 2: 0.67 -0.05


Density functional theory data (the ωB97M-V functional and the def2-TZVPD basis) for a 16-piece molecular cluster, C30H85N7O16 overall at a distorted geometry.

Geometry as ORCA input:
```
! wB97M-V def2-TZVPD RIJCOSX def2/J DEFGRID3
* xyz 0 1
C -0.430 2.388 -3.584
O -1.123 3.559 -3.194
H 0.005 1.925 -2.700
H -1.116 1.695 -4.090
H 0.367 2.728 -4.241
H -1.771 3.380 -2.481
C -3.012 -1.419 3.233
O -3.235 -0.002 3.223
H -2.043 -1.564 3.696
H -3.768 -1.916 3.827
H -2.849 -1.896 2.244
H -4.103 0.229 2.847
C 2.812 2.858 -2.949
O 4.069 2.741 -2.286
H 2.729 2.190 -3.782
H 2.007 2.547 -2.326
H 2.582 3.876 -3.303
H 4.805 2.471 -2.851
C -4.137 0.956 -4.204
O -3.757 2.268 -3.831
H -3.467 0.541 -5.005
H -4.066 0.257 -3.361
H -5.137 0.977 -4.648
H -3.069 2.651 -4.368
C 1.205 -3.278 5.301
O 0.419 -2.082 5.671
H 1.481 -3.724 6.233
H 0.612 -3.982 4.725
H 2.157 -3.055 4.814
H 0.991 -1.333 5.918
C -0.210 0.038 0.016
O 0.382 -0.586 1.169
H 0.066 -0.507 -0.873
H -1.303 -0.021 0.124
H 0.084 1.075 -0.041
H 0.213 0.151 1.820
C 2.178 -2.195 -6.817
O 3.323 -1.671 -6.123
H 1.223 -1.737 -6.533
H 2.424 -1.985 -7.891
H 2.114 -3.318 -6.670
H 3.207 -2.003 -5.205
C 2.228 -0.328 -2.403
O 2.713 -1.400 -3.169
H 1.878 -0.678 -1.420
H 2.976 0.439 -2.189
H 1.460 0.238 -2.877
H 3.391 -1.810 -2.613
C -4.506 -2.645 -0.167
O -3.362 -3.483 0.102
H -5.353 -2.878 0.481
H -4.207 -1.610 0.015
H -4.776 -2.747 -1.208
H -3.247 -4.138 -0.576
C 6.249 -0.488 0.015
C 4.894 -1.048 0.365
O 4.173 -1.654 -0.371
N 4.621 -0.876 1.697
C 3.493 -1.510 2.360
H 6.320 -0.155 -1.036
H 6.961 -1.326 0.043
H 6.562 0.229 0.753
H 5.080 -0.047 2.140
H 3.565 -2.616 2.297
H 2.496 -1.140 1.981
H 3.563 -1.320 3.414
C 0.116 -3.799 1.394
C 0.770 -4.341 0.153
O 0.279 -5.305 -0.403
N 1.875 -3.765 -0.328
C 2.575 -4.252 -1.527
H -0.119 -4.650 2.020
H -0.833 -3.322 1.129
H 0.719 -3.057 1.906
H 2.279 -2.920 0.039
H 2.434 -5.308 -1.600
H 3.647 -4.025 -1.443
H 2.130 -3.777 -2.396
C -0.855 -2.647 -2.265
C -1.469 -3.662 -3.240
O -1.975 -3.374 -4.314
N -1.440 -4.894 -2.703
C -1.832 -6.072 -3.472
H 0.210 -2.805 -2.037
H -1.541 -2.609 -1.390
H -0.938 -1.638 -2.711
H -0.837 -5.117 -1.916
H -1.158 -6.305 -4.279
H -2.815 -5.905 -3.874
H -1.749 -6.951 -2.853
C -6.396 1.525 -0.137
C -5.259 1.382 0.852
O -5.518 0.834 1.928
N -4.084 1.887 0.504
C -3.670 2.372 -0.836
H -7.293 0.972 0.199
H -6.084 1.158 -1.113
H -6.626 2.566 -0.363
H -3.304 1.664 1.154
H -3.478 1.505 -1.488
H -2.814 3.058 -0.840
H -4.486 2.856 -1.352
C 0.758 4.313 -0.345
C -0.323 5.223 0.306
O -1.498 4.967 0.218
N 0.197 6.286 0.990
C -0.681 7.150 1.736
H 1.750 4.658 -0.275
H 0.385 4.153 -1.388
H 0.696 3.374 0.241
H 1.196 6.372 1.141
H -1.188 7.875 1.141
H -0.082 7.583 2.476
H -1.457 6.572 2.207
C 2.843 1.329 4.226
C 3.546 1.630 2.940
O 4.779 1.606 2.898
N 2.797 1.680 1.852
C 3.254 1.840 0.501
H 3.176 0.328 4.571
H 1.758 1.296 4.099
H 3.175 2.060 4.996
H 1.803 1.591 1.922
H 4.340 1.655 0.439
H 3.153 2.898 0.211
H 2.782 1.131 -0.179
C -1.948 2.972 3.487
C -0.993 1.816 3.401
O -0.353 1.821 2.344
N -0.837 0.891 4.339
C -1.531 0.892 5.610
H -1.976 3.478 4.463
H -2.957 2.614 3.401
H -1.751 3.644 2.642
H -0.257 0.062 4.142
H -2.467 1.375 5.468
H -0.985 1.478 6.367
H -1.599 -0.125 5.874
*
```

Results
Kohn-Sham gap, eV: 9.41
E_LUMO, Eh: 0.0110

Results of the Löwdin charge analysis, in e, for atoms 1 through 2: -0.14 -0.13


Density functional theory data (the ωB97M-V functional and the def2-TZVPD basis) for C3H2FeO as an isolated structure at a distorted geometry.

Geometry as ORCA input:
```
! wB97M-V def2-TZVPD RIJCOSX def2/J DEFGRID3
* xyz -2 5
H -2.156 -1.257 -0.206
C -1.813 -0.287 0.312
C -0.390 -0.060 0.150
C 0.832 0.102 0.106
O 2.108 0.235 0.072
H -2.397 0.525 -0.165
Fe 3.815 0.743 -0.270
*
```

Results
⟨S²⟩: 6.03
Kohn-Sham gap (alpha / beta), eV: 4.17 / 4.06
E_LUMO (alpha / beta), Eh: 0.2442 / 0.2382

Results of the natural (NBO) charge analysis, in e, for atoms 1 through 2: 0.12 -1.04


Density functional theory data (the ωB97M-V functional and the def2-TZVPD basis) for C27H72BN8O13Pd as an isolated structure at a distorted geometry.

Geometry as ORCA input:
```
! wB97M-V def2-TZVPD RIJCOSX def2/J DEFGRID3
* xyz -1 3
Pd 1.369 0.841 1.496
B -0.698 -0.097 0.954
H -0.880 0.829 1.476
H -0.267 -0.765 1.684
H -1.634 -0.481 0.578
H -0.012 0.150 0.158
C 1.979 3.181 2.690
O 1.011 2.991 2.053
O 2.665 2.146 2.694
O 2.239 4.276 3.207
C 0.602 -2.473 -0.971
O 1.123 -3.240 -2.085
C 0.357 -4.408 -2.313
C -1.121 -4.198 -2.670
N -1.311 -3.712 -4.058
C -2.688 -3.863 -4.517
C -2.679 -3.019 -5.797
O -2.254 -3.913 -6.850
C -2.189 -3.245 -8.079
H 0.531 -3.040 -0.043
H -0.368 -2.045 -1.225
H 1.268 -1.614 -0.896
H 0.447 -4.960 -1.378
H 0.842 -5.099 -3.002
H -1.642 -3.685 -1.862
H -1.535 -5.207 -2.665
H -0.636 -3.845 -4.798
H -3.308 -3.373 -3.767
H -2.965 -4.915 -4.590
H -2.159 -2.064 -5.717
H -3.729 -2.773 -5.957
H -1.884 -3.889 -8.904
H -1.412 -2.481 -8.039
H -3.112 -2.729 -8.343
C -0.728 3.415 -1.126
O 0.274 4.347 -0.784
C 0.753 5.157 -1.911
C 2.029 5.903 -1.660
N 1.750 7.026 -0.696
C 2.883 7.853 -0.331
C 3.054 8.764 -1.609
O 1.799 9.231 -2.039
C 1.843 9.875 -3.271
H -1.555 3.940 -1.605
H -1.209 2.984 -0.248
H -0.256 2.690 -1.788
H -0.056 5.787 -2.282
H 1.024 4.568 -2.787
H 2.431 6.393 -2.547
H 2.864 5.269 -1.361
H 1.195 7.748 -1.134
H 3.791 7.259 -0.222
H 2.703 8.448 0.564
H 3.665 8.346 -2.409
H 3.761 9.551 -1.346
H 0.968 10.498 -3.459
H 1.950 9.059 -3.985
H 2.704 10.544 -3.286
C -0.301 -0.036 4.279
O 0.911 -0.036 3.532
C 1.730 -1.116 3.884
C 2.935 -1.182 2.965
N 2.579 -1.070 1.520
C 3.934 -1.027 0.824
C 5.147 -2.004 1.282
O 6.001 -1.212 2.158
C 7.403 -1.656 2.192
H -1.159 0.146 3.631
H -0.228 0.707 5.073
H -0.593 -0.993 4.710
H 1.244 -2.064 3.652
H 2.008 -1.177 4.936
H 3.395 -2.147 3.178
H 3.734 -0.463 3.144
H 2.307 -2.023 1.323
H 4.403 -0.043 0.786
H 3.665 -1.072 -0.231
H 5.608 -2.314 0.344
H 4.753 -2.919 1.726
H 7.683 -2.105 1.240
H 7.593 -2.351 3.010
H 8.057 -0.784 2.215
C -4.341 -6.020 5.923
O -4.222 -5.009 4.899
C -3.210 -4.100 5.045
C -3.446 -2.905 4.123
N -3.427 -3.327 2.753
C -3.629 -2.176 1.813
C -3.850 -2.799 0.382
O -4.951 -3.675 0.557
C -5.376 -4.421 -0.591
H -5.145 -6.672 5.581
H -4.611 -5.685 6.924
H -3.468 -6.670 5.984
H -2.237 -4.533 4.810
H -3.156 -3.810 6.094
H -2.710 -2.108 4.223
H -4.370 -2.417 4.433
H -4.306 -3.808 2.628
H -2.784 -1.487 1.803
H -4.524 -1.620 2.089
H -2.975 -3.381 0.090
H -4.093 -2.049 -0.370
H -4.531 -4.708 -1.216
H -6.016 -3.798 -1.216
H -5.950 -5.299 -0.294
C 3.195 1.833 -0.975
O 2.155 1.435 -0.508
N 3.723 1.697 -2.177
N 3.898 2.792 -0.369
H 4.553 2.200 -2.460
H 3.356 1.144 -2.939
H 4.802 3.026 -0.754
H 3.511 3.056 0.526
C -4.049 1.489 0.633
O -5.167 1.942 0.652
N -3.090 1.789 1.473
N -3.587 0.757 -0.368
H -3.212 2.414 2.257
H -2.269 1.207 1.398
H -4.200 0.397 -1.086
H -2.689 0.303 -0.287
*
```

Results
⟨S²⟩: 2.01
Kohn-Sham gap (alpha / beta), eV: 5.82 / 6.02
E_LUMO (alpha / beta), Eh: 0.0774 / 0.0773

Results of the Löwdin charge analysis, in e, for atoms 1 through 2: 0.97 -0.50


Density functional theory data (the ωB97M-V functional and the def2-TZVPD basis) for one molecule with the formula C17H15ClN2O5S at a distorted geometry.

Geometry as ORCA input:
```
! wB97M-V def2-TZVPD RIJCOSX def2/J DEFGRID3
* xyz 0 1
C -1.453 2.484 -3.390
H -2.345 3.066 -3.624
H -0.870 2.323 -4.298
H -0.860 3.000 -2.635
O -1.852 1.231 -2.845
C -1.744 0.150 -3.619
O -1.337 0.154 -4.746
C -2.215 -1.109 -2.918
H -3.034 -1.548 -3.489
H -1.393 -1.825 -2.879
S -2.860 -0.838 -1.238
C -1.339 -0.367 -0.449
C -0.327 -1.219 -0.206
C -0.416 -2.591 -0.485
N -0.462 -3.715 -0.713
C 0.976 -0.677 0.331
C 1.034 -0.637 1.844
C -0.106 -0.589 2.634
C -0.008 -0.517 4.012
C 1.242 -0.488 4.608
C 2.392 -0.536 3.836
C 2.280 -0.611 2.461
H 3.177 -0.655 1.860
H 3.362 -0.519 4.307
Cl 1.369 -0.397 6.327
H -0.898 -0.484 4.620
H -1.086 -0.620 2.183
C 1.188 0.734 -0.245
C -0.033 1.631 -0.037
O 0.034 2.822 0.134
N -1.223 0.973 -0.136
H -2.064 1.536 -0.191
C 1.378 0.687 -1.760
O 0.824 -0.098 -2.486
O 2.199 1.645 -2.159
C 2.436 1.783 -3.559
H 1.732 1.168 -4.123
H 3.457 1.465 -3.773
H 2.315 2.836 -3.808
H 2.052 1.229 0.202
H 1.790 -1.318 -0.028
*
```

Results
Kohn-Sham gap, eV: 9.00
ΔE to the lowest compared entry with this formula, charge and spin, eV: 0.000
E_LUMO, Eh: -0.0064
SMILES: COC(=O)CSC1=C(C#N)[C@H](c2ccc(Cl)cc2)[C@@H](C(=O)OC)C(=O)N1

Results of the natural (NBO) charge analysis, in e, for atoms 1 through 2: -0.28 0.20


Density functional theory data (the ωB97M-V functional and the def2-TZVPD basis) for C12H22Cl2CuN3O4Pd as an isolated structure at a distorted geometry.

Geometry as ORCA input:
```
! wB97M-V def2-TZVPD RIJCOSX def2/J DEFGRID3
* xyz 3 4
C -0.800 -3.162 -0.504
C 0.147 -3.669 -1.535
N -0.263 -3.136 -2.827
C -1.319 -3.644 -3.608
C -1.373 -2.813 -4.645
N -0.521 -1.762 -4.495
C 0.200 -2.013 -3.397
C -0.414 -0.616 -5.352
H -1.805 -2.915 -0.845
H -0.375 -2.207 -0.196
H -0.808 -3.750 0.414
H 0.074 -4.750 -1.652
H 1.133 -3.330 -1.218
H -1.909 -4.493 -3.296
H -2.033 -2.866 -5.499
H 0.963 -1.440 -2.892
H -1.230 -0.531 -6.070
H 0.403 -0.707 -6.068
H -0.523 0.282 -4.744
Cu -1.056 1.575 -0.532
Pd 2.814 1.591 -2.077
C 1.270 0.345 -0.349
O 2.456 0.380 -0.280
O 0.883 0.766 -1.472
O 0.422 0.322 0.560
Cl 2.145 3.094 4.574
C 2.079 2.815 2.832
C 3.462 2.690 2.275
Cl 4.344 4.180 2.217
H 1.437 3.524 2.309
H 1.449 1.927 2.766
H 3.425 2.341 1.243
H 3.984 1.859 2.750
C -2.238 2.572 2.382
O -2.476 2.132 1.212
N -1.612 1.787 3.298
C -1.363 2.233 4.580
C -1.217 0.447 3.093
H -2.387 3.538 2.887
H -0.387 1.997 5.004
H -2.035 1.944 5.388
H -1.509 3.295 4.780
H -1.758 -0.043 2.284
H -0.163 0.441 2.815
H -1.517 -0.232 3.891
*
```

Results
⟨S²⟩: 3.77
Kohn-Sham gap (alpha / beta), eV: 8.14 / 2.90
ΔE to the lowest compared entry with this formula, charge and spin, eV: 0.000
E_LUMO (alpha / beta), Eh: -0.3628 / -0.5465

Results of the natural (NBO) charge analysis, in e, for atoms 1 through 2: -0.62 -0.22